A gas-phase ion, C24H25N4O3S (charge -1), computed with ωB97M-V/def2-TZVPD.

Results
relative energy (zero: lowest compared OMol25 entry of this formula, charge and spin) = 0.0 kcal/mol
SMILES = Cn1c([O-])c([C@@H](c2cc3c4c(c2)CCCN4CCC3)n2ccccc2=O)c(=O)n(C)c1=S
LUMO = 2.65 eV
gap between HOMO and LUMO = 6.858 eV
E_HOMO = -0.1547 Eh
charge = -1

Last columns: bonded neighbours and bond lengths (Å).
Element x y z (Å)
1 C 3.32574 2.27339 1.87017  N2 1.469, H33 1.093, H34 1.103, H35 1.101
2 N 3.33884 0.95164 1.22906  C1 1.469, C3 1.444, C31 1.381
3 C 2.15925 0.12737 1.34311  N2 1.444, O4 1.237, C5 1.449
4 O 1.27221 0.45731 2.13906  C3 1.237
5 C 2.17714 -0.96989 0.39688  C3 1.449, C6 1.475, C27 1.440
6 C 1.11385 -1.12737 -0.61291  C5 1.475, C7 1.557, N20 1.547, H36 1.095
7 C -0.31801 -0.91794 -0.03892  C6 1.557, C8 1.362, C12 1.418
8 C -0.75537 0.35693 -0.23725  C7 1.362, C9 1.382, H37 1.079
9 C -2.06017 0.73067 0.02135  C8 1.382, C10 1.406, C19 1.474
10 C -2.91245 -0.11490 0.75401  C9 1.406, C11 1.423, N16 1.371
11 C -2.45620 -1.42304 1.07851  C10 1.423, C12 1.404, C13 1.502
12 C -1.16040 -1.79604 0.68835  C7 1.418, C11 1.404, H38 1.087
13 C -3.36847 -2.29404 1.89351  C11 1.502, C14 1.552, H39 1.097, H40 1.098
14 C -4.60295 -1.59342 2.52025  C13 1.552, C15 1.531, H41 1.110, H42 1.111
15 C -5.19532 -0.60704 1.51038  C14 1.531, N16 1.444, H43 1.102, H44 1.112
16 N -4.19697 0.29897 0.99296  C10 1.371, C15 1.444, C17 1.457
17 C -4.76475 1.48501 0.36532  N16 1.457, C18 1.510, H45 1.107, H46 1.102
18 C -3.73989 2.58936 0.26614  C17 1.510, C19 1.523, H47 1.091, H48 1.096
19 C -2.46673 2.08394 -0.39970  C9 1.474, C18 1.523, H49 1.098, H50 1.095
20 N 1.45011 -0.41107 -1.94192  C6 1.547, C21 1.351, C25 1.400
21 C 2.14138 0.72878 -2.15975  N20 1.351, C22 1.379, H51 1.075
22 C 2.33425 1.20385 -3.43955  C21 1.379, C23 1.398, H52 1.085
23 C 1.83671 0.52315 -4.55482  C22 1.398, C24 1.362, H53 1.086
24 C 1.18834 -0.65918 -4.36247  C23 1.362, C25 1.437, H54 1.079
25 C 0.92186 -1.12031 -3.02768  N20 1.400, C24 1.437, O26 1.229
26 O 0.20724 -2.09329 -2.79477  C25 1.229
27 C 3.49574 -1.39971 0.00829  C5 1.440, O28 1.250, N29 1.422
28 O 3.68256 -2.14423 -0.97846  C27 1.250
29 N 4.58260 -0.94834 0.80632  C27 1.422, C30 1.448, C31 1.377
30 C 5.87146 -1.53434 0.50055  N29 1.448, H55 1.082, H56 1.091, H57 1.082
31 C 4.59529 0.38171 1.16081  N2 1.381, N29 1.377, S32 1.672
32 S 6.01793 1.22633 1.40020  C31 1.672
33 H 2.30328 2.65880 1.87818  C1 1.093
34 H 3.72030 2.17980 2.89641  C1 1.103
35 H 4.00962 2.91752 1.29576  C1 1.101
36 H 1.18391 -2.13052 -1.04581  C6 1.095
37 H -0.07517 1.08750 -0.64739  C8 1.079
38 H -0.85460 -2.79955 0.97396  C12 1.087
39 H -2.83196 -2.79461 2.70946  C13 1.097
40 H -3.75825 -3.10523 1.26457  C13 1.098
41 H -4.27853 -1.06144 3.43861  C14 1.110
42 H -5.36946 -2.35525 2.77680  C14 1.111
43 H -5.99049 -0.02947 2.00856  C15 1.102
44 H -5.66721 -1.19911 0.69623  C15 1.112
45 H -5.10764 1.21276 -0.65119  C17 1.107
46 H -5.62566 1.80541 0.97449  C17 1.102
47 H -4.17491 3.39912 -0.32225  C18 1.091
48 H -3.49078 2.97460 1.26143  C18 1.096
49 H -1.66347 2.81639 -0.24832  C19 1.098
50 H -2.63539 2.05427 -1.48151  C19 1.095
51 H 2.50628 1.24702 -1.29118  C21 1.075
52 H 2.81951 2.17210 -3.51200  C22 1.085
53 H 1.97579 0.92082 -5.55599  C23 1.086
54 H 0.71316 -1.25337 -5.12761  C24 1.079
55 H 5.73353 -2.57389 0.23228  C30 1.082
56 H 6.35545 -0.97886 -0.30350  C30 1.091
57 H 6.48789 -1.42906 1.38297  C30 1.082

natural (NBO) atomic charge list, values in e, 5 entries:
1. C -0.4153
2. N -0.4846
3. C 0.6720
4. O -0.6260
5. C -0.4428

---

2 unconnected molecules or ions with the total composition C2H7N3, computed with ωB97M-V/def2-TZVPD.

Results
relative energy (zero: lowest compared OMol25 entry of this formula, charge and spin) = 33.8 kcal/mol
SMILES = [H]/N=C\N.C=N
LUMO = 0.75 eV
gap between HOMO and LUMO = 10.214 eV
E_HOMO = -0.3477 Eh
charge = 0

Last columns: bonded neighbours and bond lengths (Å).
Element x y z (Å)
1 H -1.58368 2.26886 3.22905  N2 1.023
2 N -0.68955 2.52389 2.80259  H1 1.023, C3 1.273
3 C -0.34280 1.63761 1.95744  N2 1.273, N4 1.379, H5 1.087
4 N -0.91469 0.41030 1.69674  C3 1.379, H6 1.010, H7 1.007
5 H 0.41709 1.89399 1.22340  C3 1.087
6 H -1.78956 0.19528 2.15303  N4 1.010
7 H -0.81354 0.06491 0.75633  N4 1.007
8 C 0.89290 -1.70904 -3.03673  N9 1.271, H10 1.090, H11 1.089
9 N 1.83132 -1.32680 -2.26867  C8 1.271, H12 1.025
10 H 0.43103 -1.06212 -3.78231  C8 1.090
11 H 0.57590 -2.75100 -3.05858  C8 1.089
12 H 1.98558 -2.14587 -1.67230  N9 1.025

natural (NBO) atomic charge list, values in e, 5 entries:
1. H 0.3149
2. N -0.6943
3. C 0.2837
4. N -0.8286
5. H 0.1582

---

2 unconnected molecules or ions with the total composition C2H3NO3, computed with ωB97M-V/def2-TZVPD.

Results
relative energy (zero: lowest compared OMol25 entry of this formula, charge and spin) = 198.3 kcal/mol
LUMO (alpha / beta) = 0.20 / -0.93 eV
gap between HOMO and LUMO (alpha / beta) = 10.008 / 7.762 eV
E_HOMO (alpha / beta) = -0.3606 / -0.3194 Eh
charge = 0

Last columns: bonded neighbours and bond lengths (Å).
Element x y z (Å)
1 C 1.54821 0.50195 0.31782  C2 1.495, O6 1.475, H7 1.110, H8 1.091
2 C 0.75512 -0.58673 -0.33189  C1 1.495, O6 1.421, H9 1.123
3 N -2.97476 -0.08491 -0.20282  O4 1.174, O5 1.176
4 O -3.61738 0.80916 0.20563  N3 1.174
5 O -1.88026 -0.51452 -0.22674  N3 1.176
6 O 1.54648 -0.88889 0.80914  C1 1.475, C2 1.421
7 H 2.47732 0.67331 -0.26513  C1 1.110
8 H 1.06364 1.26876 0.92325  C1 1.091
9 H 1.08163 -1.17813 -1.22926  C2 1.123

natural (NBO) atomic charge list, values in e, 5 entries:
1. C -0.1821
2. C 0.1083
3. N 0.5273
4. O -0.2691
5. O -0.2610

---

13 unconnected molecules or ions with the total composition C4H35N2O12S, computed with ωB97M-V/def2-TZVPD.

Results
relative energy (zero: lowest compared OMol25 entry of this formula, charge and spin) = 71.2 kcal/mol
LUMO = 2.35 eV
gap between HOMO and LUMO = 9.059 eV
E_HOMO = -0.2465 Eh
charge = -1

Last columns: bonded neighbours and bond lengths (Å).
Element x y z (Å)
1 N -0.78147 -0.53828 1.80160  C2 1.479, H8 1.016, H9 1.013
2 C -1.22519 -0.09217 0.46352  N1 1.479, C3 1.531, C5 1.574, H10 1.080
3 C -2.40470 -0.88562 -0.10626  C2 1.531, S4 1.823, H11 1.090, H12 1.095
4 S -3.96461 0.05566 -0.04973  C3 1.823, H47 1.350
5 C 0.05538 0.05440 -0.44002  C2 1.574, N6 1.497, H13 1.089, H14 1.098
6 N 0.62359 1.43078 -0.28274  C5 1.497, C7 1.466, H15 1.014
7 C 2.08263 1.31439 -0.36442  N6 1.466, H16 1.096, H17 1.083, H18 1.095
8 H -0.25010 -1.40080 1.72535  N1 1.016
9 H -1.63212 -0.67423 2.33550  N1 1.013
10 H -1.40103 0.96811 0.56525  C2 1.080
11 H -2.32774 -1.43469 -1.04488  C3 1.090
12 H -2.53099 -1.68006 0.63637  C3 1.095
13 H -0.15358 -0.30545 -1.44680  C5 1.089
14 H 0.79160 -0.65781 -0.04325  C5 1.098
15 H 0.34915 1.76884 0.63306  N6 1.014
16 H 2.53921 0.47892 0.17798  C7 1.096
17 H 2.48085 2.24586 0.01972  C7 1.083
18 H 2.37482 1.13424 -1.40391  C7 1.095
19 H 2.44010 -2.27774 -1.32590  O21 1.018
20 H 2.98812 -0.91429 -1.58977  O21 0.962
21 O 2.84442 -1.72826 -2.08187  H19 1.018, H20 0.962
22 H 1.82827 -2.21478 1.36289  O24 1.001
23 H -0.78779 -4.25527 1.80040  O48 0.960
24 O 1.86476 -1.72920 2.23715  H22 1.001, H44 0.962
25 H 0.54103 4.40841 1.02709  O27 0.965
26 H 1.84671 3.52919 1.53470  O27 0.952
27 O 1.32906 4.32651 1.57836  H25 0.965, H26 0.952
28 H -2.36221 0.39594 -2.83852  O30 0.966
29 H -2.06051 1.79393 -3.14251  O30 0.967
30 O -2.81932 1.24429 -2.90178  H28 0.966, H29 0.967
31 H 0.36669 0.70541 2.58945  O33 0.981
32 H 0.71392 0.72103 4.07807  O33 0.960
33 O 0.90874 1.17756 3.25684  H31 0.981, H32 0.960
34 H 0.58949 1.21178 -2.73166  O36 0.961
35 H -0.08466 2.33435 -2.01114  O36 0.961
36 O -0.11508 1.85525 -2.84360  H34 0.961, H35 0.961
37 H -1.36716 2.01576 3.05187  O39 0.958
38 H -1.83821 2.28356 1.56863  O39 0.954
39 O -2.09928 1.98127 2.43444  H37 0.958, H38 0.954
40 H -1.05255 -3.05171 -1.13261  O42 0.963
41 H 0.21074 -3.63767 -0.63268  O42 0.991
42 O -0.66459 -3.92302 -0.99903  H40 0.963, H41 0.991
43 H 2.56821 -3.48402 0.13629  O45 0.961
44 H 2.04364 -0.81666 1.98980  O24 0.962
45 O 1.75533 -3.01015 -0.05957  H43 0.961
46 H 0.53566 -3.51320 1.67084  O48 0.969
47 H -4.01170 0.66310 -1.25460  S4 1.350
48 O -0.18273 -3.69680 2.29461  H23 0.960, H46 0.969
49 H -1.74043 3.51943 -0.10396  O51 0.959
50 H -0.36264 3.89741 -0.81489  O51 0.958
51 O -0.90467 3.98486 -0.02999  H49 0.959, H50 0.958
52 H 1.46854 -1.51612 -3.20157  O54 0.993
53 H 0.42907 -2.26153 -2.62313  O54 0.971
54 O 0.55535 -1.80072 -3.46895  H52 0.993, H53 0.971

natural (NBO) atomic charge list, values in e, 5 entries:
1. N -0.8853
2. C 0.0040
3. C -0.5728
4. S -0.0872
5. C -0.2772